DFT (wB97M-V/def2-TZVPD) results for a molecular structure, C38H44GaN2O5PS3.

- HOMO-LUMO gap: 0.3408 Ha
- Relative energy (zero: lowest compared OMol25 entry of this formula, charge and spin): 3.3 kJ/mol

Structure (ORCA input):
```
! RIJCOSX wB97M-V def2-TZVPD def2/J DEFGRID3
* xyz 2 1
Ga -0.2667 0.0492 -0.8127
O -1.3419 1.4591 3.0959
S -0.3494 1.2756 2.0835
O 0.2270 2.4498 1.4646
O -0.9083 0.3557 1.0035
C 0.9991 0.3556 2.7690
C 1.0227 0.1906 4.1426
C 2.0748 -0.4979 4.7344
C 3.0843 -1.0229 3.9470
C 3.0589 -0.8511 2.5681
C 2.0244 -0.1498 1.9570
P 2.0699 0.0980 0.1503
C 2.8914 1.6855 -0.1464
C 3.1567 2.5871 0.8780
C 3.7718 3.7990 0.5912
C 4.1254 4.1140 -0.7110
C 3.8718 3.2136 -1.7396
C 3.2553 2.0069 -1.4577
C 3.2279 -1.1529 -0.4749
C 4.5634 -0.8478 -0.7388
C 5.4331 -1.8435 -1.1598
C 4.9822 -3.1469 -1.3112
C 3.6578 -3.4597 -1.0349
C 2.7832 -2.4686 -0.6186
H 0.2186 0.6042 4.7361
H 2.1000 -0.6210 5.8088
H 3.9035 -1.5641 4.4008
H 3.8580 -1.2656 1.9680
H 2.8801 2.3543 1.8970
H 3.9774 4.4949 1.3930
H 4.6098 5.0567 -0.9270
H 4.1661 3.4488 -2.7539
H 3.1048 1.2913 -2.2608
H 4.9318 0.1608 -0.6087
H 6.4671 -1.5999 -1.3627
H 5.6643 -3.9201 -1.6379
H 3.3090 -4.4786 -1.1392
H 1.7575 -2.7172 -0.3846
N 0.4745 -0.4631 -2.6951
C -0.3486 -0.3239 -3.9312
C -0.2758 1.0726 -4.5211
C -0.8742 2.2232 -3.7109
C -0.0537 2.7280 -2.5262
N -0.3715 2.0763 -1.2290
H 1.3719 -0.0061 -2.8509
H 0.6938 -1.4468 -2.5443
H -1.3714 -0.5946 -3.6758
H 0.0148 -1.0373 -4.6717
H -0.7897 1.0263 -5.4827
H 0.7683 1.3078 -4.7589
H -1.8887 1.9744 -3.3851
H -0.9910 3.0652 -4.3945
H -0.2173 3.7991 -2.4012
H 1.0124 2.5980 -2.7113
H -1.3263 2.3253 -0.9645
H 0.1874 2.5061 -0.4849
O -2.2222 -0.1653 -1.4195
S -3.5650 0.4920 -1.7806
C -4.8052 -0.6583 -1.1541
C -4.7248 -1.1538 0.2886
C -3.4031 -1.7779 0.7531
C -2.8940 -2.8806 -0.1632
S -1.1316 -3.2234 -0.1709
O -0.4151 -1.9338 -0.5997
C -0.7398 -3.5476 1.5186
C -0.3581 -4.8617 1.7716
C -0.0343 -5.2367 3.0677
C -0.0789 -4.2970 4.0855
C -0.4451 -2.9815 3.8179
C -0.7821 -2.5949 2.5331
C -3.7918 1.9346 -0.7835
C -3.5464 1.9573 0.5889
C -3.7003 3.1492 1.2758
C -4.1139 4.2937 0.6002
C -4.3639 4.2604 -0.7639
C -4.1923 3.0777 -1.4699
H -4.7662 -1.4767 -1.8756
H -5.7467 -0.1305 -1.3269
H -5.5350 -1.8815 0.3878
H -4.9724 -0.3378 0.9682
H -3.5614 -2.1844 1.7525
H -2.6485 -1.0005 0.8395
H -3.0782 -2.6721 -1.2180
H -3.3377 -3.8561 0.0547
H -0.3156 -5.5827 0.9644
H 0.2577 -6.2564 3.2768
H 0.1747 -4.5883 5.0961
H -0.4790 -2.2548 4.6183
H -1.0638 -1.5737 2.3250
H -3.2125 1.0742 1.1112
H -3.4910 3.1797 2.3363
H -4.2379 5.2201 1.1448
H -4.6852 5.1534 -1.2820
H -4.3707 3.0421 -2.5379
*
```

Löwdin atomic charge list, values in e, 5 entries: atom 1 (Ga): 0.1956, atom 2 (O): -0.2477, atom 3 (S): 0.5363, atom 4 (O): -0.2865, atom 5 (O): -0.3700

DFT (wB97M-V/def2-TZVPD) results for a single C7H10Si molecule in a non-equilibrium geometry.

- SMILES: C[Si](C)=C1C=CC=C1
- HOMO-LUMO gap: 0.2782 Ha
- Relative energy (zero: lowest compared OMol25 entry of this formula, charge and spin): 102.6 kJ/mol

Structure (ORCA input):
```
! RIJCOSX wB97M-V def2-TZVPD def2/J DEFGRID3
* xyz 0 1
C -2.0626 1.6161 0.1585
Si -1.0524 -0.0280 -0.0449
C -2.4341 -1.3144 -0.1808
C 0.6734 -0.2483 0.2273
C 1.6928 1.1839 -0.0113
C 2.8844 0.6055 -0.1812
C 2.8973 -0.8044 0.0158
C 1.6462 -1.2587 0.2860
H -2.2993 1.9671 -0.8398
H -2.8411 1.3339 0.7158
H -1.2550 2.3157 0.7105
H -2.1869 -2.3895 -0.3008
H -2.9589 -1.3775 0.6686
H -3.1182 -1.1819 -0.9476
H 1.3961 2.1853 -0.3189
H 3.7225 1.0879 -0.3886
H 3.7545 -1.3487 -0.0569
H 1.5413 -2.3442 0.4884
*
```

natural (NBO) atomic charge list, values in e, 5 entries: atom 1 (C): -1.0613, atom 2 (Si): 1.5962, atom 3 (C): -1.1245, atom 4 (C): -0.7313, atom 5 (C): -0.1974

DFT (wB97M-V/def2-TZVPD) results for a molecular structure, C4H2HgO6 in a non-equilibrium geometry.

- HOMO-LUMO gap (spin up / spin down): 0.2800 / 0.2633 Ha

Structure (ORCA input):
```
! RIJCOSX wB97M-V def2-TZVPD def2/J DEFGRID3
* xyz 0 3
O -3.4063 1.5669 -0.8133
C -2.1938 1.3254 -0.8507
O -1.3381 1.8109 -1.6112
Hg -3.0412 3.0434 -2.5482
O -1.0949 -0.6249 1.0419
C 0.0985 -0.8027 1.0225
O 2.2309 -1.0934 0.2311
C 2.2112 -0.0623 1.0655
C 0.9283 -1.6504 0.0945
O 0.9683 0.0772 1.6114
O 3.1188 0.6735 1.2901
H 0.9301 -2.7017 0.4102
H 0.5884 -1.5618 -0.9437
*
```

natural (NBO) atomic charge list, values in e, 5 entries: atom 1 (O): -0.7941, atom 2 (C): 0.7316, atom 3 (O): -0.8145, atom 4 (Hg): 0.8815, atom 5 (O): -0.4967

DFT (wB97M-V/def2-TZVPD) results for 2 unconnected molecules or ions with the total composition C6H12N2 in a non-equilibrium geometry.

- SMILES: Cc1c[nH]cn1.CC
- HOMO-LUMO gap: 0.3353 Ha
- Relative energy (zero: lowest compared OMol25 entry of this formula, charge and spin): 136.4 kJ/mol

Structure (ORCA input):
```
! RIJCOSX wB97M-V def2-TZVPD def2/J DEFGRID3
* xyz 0 1
C -0.9280 2.4906 -1.2133
C 0.0913 1.9875 -0.1796
C 0.0238 0.8119 0.6229
N 1.2577 0.7866 1.3087
C 1.9376 1.9750 0.9834
N 1.2393 2.6434 0.0418
H -1.9688 2.1982 -1.1276
H -0.6965 2.3093 -2.2324
H -1.0209 3.5735 -1.1767
H -0.8715 0.2822 0.8431
H 1.3822 0.1518 2.0375
H 2.7196 2.2213 1.6667
C -0.1174 -2.0291 -0.0248
C -0.6961 -3.3016 -0.4249
H -0.6805 -1.4361 0.6832
H 0.6940 -2.1214 0.7545
H 0.2631 -1.5105 -0.8547
H -1.0881 -3.9026 0.3944
H -1.5541 -3.1953 -1.0895
H 0.0131 -3.9348 -1.0125
*
```

natural (NBO) atomic charge list, values in e, 5 entries: atom 1 (C): -0.6451, atom 2 (C): 0.1110, atom 3 (C): -0.1218, atom 4 (N): -0.5239, atom 5 (C): 0.1502

DFT (wB97M-V/def2-TZVPD) results for 2 unconnected molecules or ions with the total composition CH4BrP in a non-equilibrium geometry.

- HOMO-LUMO gap: 0.3229 Ha
- Relative energy (zero: lowest compared OMol25 entry of this formula, charge and spin): 200.9 kJ/mol

Structure (ORCA input):
```
! RIJCOSX wB97M-V def2-TZVPD def2/J DEFGRID3
* xyz 0 1
C -0.0328 -1.1302 0.0999
P -0.3191 1.2938 0.6099
Br 1.4269 2.2387 -0.3001
H 0.7727 -1.2546 0.7614
H 0.0818 -0.9892 -0.8945
H -1.0535 -1.6997 0.3788
H -0.8761 1.5412 -0.6554
*
```

natural (NBO) atomic charge list, values in e, 5 entries: atom 1 (C): -0.6577, atom 2 (P): 0.3316, atom 3 (Br): -0.2336, atom 4 (H): 0.2001, atom 5 (H): 0.1859

DFT (wB97M-V/def2-TZVPD) results for a molecular structure, C40H100AsF6N6O6 in a non-equilibrium geometry.

- HOMO-LUMO gap (spin up / spin down): 0.1731 / 0.0904 Ha

Structure (ORCA input):
```
! RIJCOSX wB97M-V def2-TZVPD def2/J DEFGRID3
* xyz 6 2
As -0.2697 0.0871 0.7002
F 0.5188 -0.7273 2.1060
F 0.9059 -0.6180 -0.4972
F -1.0865 0.9770 -0.6477
F -1.4289 0.9507 1.8289
F 0.8192 1.4346 0.9865
F -1.4296 -1.2968 0.5426
C -1.1667 -5.5648 -3.3535
C -0.4722 -4.1514 -3.4064
C 1.0543 -4.4705 -3.4402
C 1.9411 -3.3637 -3.9937
C 1.5004 -3.0495 -5.3743
C 0.0268 -2.5564 -5.4672
N -0.8827 -3.4439 -4.6870
O -2.2510 -3.1432 -4.8902
C -0.3488 -2.6844 -7.0239
C -0.1456 -1.1579 -4.9036
C -0.9992 -3.3312 -2.2068
H -0.8521 -5.9719 -2.3925
H -0.8090 -6.2981 -4.0762
H -2.2552 -5.5282 -3.3079
H 1.2458 -5.3247 -4.0897
H 1.3790 -4.7790 -2.4465
H 2.9689 -3.7247 -4.0300
H 1.8118 -2.5431 -3.2880
H 1.4593 -3.9037 -6.0502
H 2.1527 -2.3788 -5.9335
H 0.3293 -2.2521 -7.7598
H -1.2736 -2.1425 -7.2217
H -0.2479 -3.7371 -7.2877
H -1.1038 -0.7623 -5.2406
H 0.6178 -0.5291 -5.3616
H 0.0956 -1.0256 -3.8489
H -2.0870 -3.2645 -2.2185
H -0.5961 -2.3235 -2.1061
H -0.7699 -3.8041 -1.2519
C -4.5210 0.1010 0.7294
C -5.5325 0.2083 -0.4190
N -5.2351 -0.7539 -1.6282
C -6.3032 -0.2764 -2.7225
C -3.7546 -0.6414 -2.2135
C -3.4173 0.7471 -2.7850
C -5.6723 -2.1900 -1.2135
C -6.0125 -3.1889 -2.2918
O -4.9869 -3.3528 -3.2594
C -5.3767 -4.1729 -4.3514
H -3.7170 0.8282 0.6159
H -4.1609 -0.8667 1.0786
H -4.8927 0.5499 1.6505
H -5.4450 1.2093 -0.8414
H -6.5295 -0.0091 -0.0359
H -6.1687 0.7833 -2.9396
H -7.3127 -0.5649 -2.4298
H -6.0706 -0.8591 -3.6139
H -3.7880 -1.4421 -2.9523
H -3.1695 -1.0341 -1.3819
H -4.1482 1.0576 -3.5316
H -2.4986 0.7849 -3.3703
H -3.3268 1.3432 -1.8769
H -6.5607 -2.0595 -0.5956
H -4.8983 -2.5267 -0.5238
H -6.9411 -2.8495 -2.7508
H -6.1084 -4.1498 -1.7863
H -4.6330 -4.2934 -5.1391
H -6.3777 -4.1535 -4.7823
H -5.4224 -5.1710 -3.9157
C -0.0505 3.4549 3.7004
C -0.1110 4.8917 3.2038
N -1.3174 5.0390 2.2503
C -2.5320 4.2539 2.8255
C -1.7195 6.5408 2.0819
C -0.6506 7.3132 1.3076
C -0.9517 4.4330 0.8991
C -2.0613 4.5860 -0.2134
O -3.1718 3.8654 0.1476
C -4.2834 4.0705 -0.7761
H -0.8715 3.0474 4.2903
H 0.7854 3.4748 4.3997
H 0.3209 2.7197 2.9865
H 0.8496 5.1643 2.7667
H -0.2464 5.6400 3.9847
H -2.5039 4.3044 3.9140
H -2.4813 3.2055 2.5319
H -3.4815 4.6383 2.4529
H -1.9215 6.8569 3.1053
H -2.7025 6.6275 1.6190
H -0.8868 8.3760 1.2531
H -0.5422 7.0148 0.2649
H 0.2794 7.2309 1.8701
H -0.7026 3.3830 1.0529
H -0.0198 4.9583 0.6902
H -1.5996 4.1694 -1.1086
H -2.2694 5.6462 -0.3580
H -3.9576 3.6732 -1.7374
H -4.7063 5.0642 -0.9238
H -5.1173 3.5001 -0.3669
C 3.6652 -2.5427 -1.0685
N 3.9727 -2.7021 0.4175
C 3.9499 -1.3152 1.1201
C 2.9556 -3.5560 1.1627
C 5.3916 -3.3570 0.5374
C 6.5841 -2.6496 -0.2376
O 6.9398 -1.3842 0.3914
H 2.6218 -2.2865 -1.2524
H 3.7969 -3.4968 -1.5788
H 4.3663 -1.8021 -1.4534
H 4.7213 -0.6940 0.6650
H 4.1319 -1.3026 2.1948
H 3.0053 -0.9095 0.7579
H 3.2085 -3.6821 2.2154
H 2.9140 -4.5284 0.6720
H 1.9588 -3.1281 1.0561
H 5.3652 -4.3884 0.1857
H 5.5865 -3.4395 1.6066
H 6.3565 -2.5922 -1.3021
H 7.3446 -3.4258 -0.1523
H 7.8007 -1.1012 0.0747
C 3.4169 1.7574 -0.3830
N 3.7813 3.2220 -0.4215
C 4.0242 3.6384 -1.8855
C 2.4518 3.9277 0.0673
C 4.9355 3.5862 0.5271
C 6.2098 2.7523 0.5112
O 5.9475 1.3924 0.8391
H 3.2154 1.4938 0.6553
H 4.2707 1.2429 -0.8239
H 2.6382 1.6154 -1.1324
H 4.2144 4.7098 -1.9501
H 3.0970 3.5495 -2.4515
H 4.8056 3.0059 -2.3069
H 1.7195 3.6776 -0.7003
H 2.7019 4.9840 -0.0320
H 2.2958 3.5099 1.0618
H 4.4461 3.5327 1.4996
H 5.0932 4.6155 0.2050
H 6.9924 3.0047 1.2266
H 6.7072 2.8045 -0.4573
H 5.5209 1.3115 1.6953
C 1.9927 0.1399 6.6033
N 0.8953 -0.6466 5.8520
C -0.1044 0.2378 5.0179
C 1.4995 -1.4704 4.7538
C 0.0252 -1.5713 6.8055
C 0.7938 -2.2304 8.0439
O 1.3536 -3.4156 7.4909
H 2.9045 -0.4563 6.5694
H 1.6351 0.4612 7.5815
H 2.1589 1.0268 5.9919
H -0.9423 -0.2476 4.5176
H 0.4860 0.8440 4.3308
H -0.5077 0.9356 5.7518
H 1.9849 -0.9508 3.9277
H 0.7205 -1.9963 4.2018
H 2.2135 -2.1472 5.2231
H -0.5072 -2.3264 6.2272
H -0.7100 -0.8565 7.1752
H 0.0966 -2.5992 8.7962
H 1.4758 -1.5177 8.5076
H 0.6678 -4.0614 7.6761
*
```

Löwdin atomic charge list, values in e, 5 entries: atom 1 (As): 0.9664, atom 2 (F): -0.2776, atom 3 (F): -0.2934, atom 4 (F): -0.2752, atom 5 (F): -0.2855

DFT (wB97M-V/def2-TZVPD) results for a molecular structure, C18H39Br9N3O10P in a non-equilibrium geometry.

- HOMO-LUMO gap: 0.2789 Ha
- Relative energy (zero: lowest compared OMol25 entry of this formula, charge and spin): 318.8 kJ/mol

Structure (ORCA input):
```
! RIJCOSX wB97M-V def2-TZVPD def2/J DEFGRID3
* xyz 0 1
C 0.7885 2.3022 -4.7713
Br -0.6937 2.8987 -5.8985
Br 1.6930 3.8816 -3.9744
Br 2.0415 1.1128 -5.8640
H 0.2962 1.6930 -4.0133
C -0.8596 -4.4542 -6.0334
Br -0.4534 -3.2923 -7.5870
Br -1.1003 -3.1762 -4.5310
Br 0.6479 -5.5794 -5.5759
H -1.6682 -5.1706 -6.1784
C 3.5827 -7.2897 -0.2977
Br 4.6957 -7.3465 -1.9878
Br 4.1116 -8.4883 1.1309
Br 1.6967 -7.7670 -0.8022
H 3.5316 -6.3573 0.2646
O -0.4015 4.4779 5.4888
P -1.8044 4.6509 5.1504
N -2.8256 3.4376 5.6916
C -2.4553 1.9976 5.6159
C -4.3442 3.6389 5.6344
N -2.1126 4.5881 3.4338
C -3.4283 4.9288 2.8611
C -1.2658 3.8112 2.4864
N -2.4832 6.1123 5.6945
C -2.2420 7.3632 5.0187
C -2.6742 6.4013 7.1048
H -3.2459 1.2660 5.7827
H -1.7204 1.8321 6.4036
H -1.9691 1.8228 4.6562
H -4.7231 3.6676 4.6128
H -4.5697 4.6531 5.9639
H -4.6680 2.8450 6.3075
H -4.1249 4.0940 2.7830
H -3.9459 5.6904 3.4443
H -3.2907 5.3993 1.8876
H -0.2212 4.1223 2.4884
H -1.4597 2.7712 2.7487
H -1.6250 3.8518 1.4580
H -1.1833 7.6214 4.9924
H -2.6700 7.4074 4.0172
H -2.7880 8.1946 5.4645
H -2.9866 5.5287 7.6785
H -3.5160 7.0920 7.1544
H -1.7024 6.6092 7.5525
C 5.6316 -5.9362 -7.1535
O 6.0099 -5.2014 -8.2625
C 5.6973 -3.9164 -8.2557
O 5.1727 -3.2644 -7.3184
O 5.8441 -3.5241 -9.4489
C 5.2751 -2.2885 -9.8994
H 4.6293 -6.2939 -7.3892
H 5.4499 -5.2734 -6.3075
H 6.2744 -6.7795 -6.9008
H 5.1236 -2.4820 -10.9613
H 5.9748 -1.4528 -9.8864
H 4.2519 -1.9348 -9.7731
C 3.6342 -1.9095 -2.3473
O 3.3120 -2.2140 -1.0358
C 2.6055 -1.3240 -0.3059
O 2.0883 -0.2706 -0.6651
O 2.5775 -1.8357 0.9604
C 2.3198 -0.9804 2.1029
H 2.6925 -1.7396 -2.8694
H 3.9948 -2.8528 -2.7575
H 4.3320 -1.0723 -2.3334
H 3.2485 -0.5684 2.4975
H 1.7581 -1.4882 2.8870
H 1.5941 -0.2340 1.7799
C -1.9534 -3.0813 0.7131
O -2.4569 -3.2586 1.9933
C -3.4284 -2.4625 2.5680
O -3.8221 -2.6369 3.6996
O -3.8772 -1.5433 1.6119
C -4.8633 -0.6576 2.0383
H -1.6669 -2.0424 0.5500
H -2.7412 -3.3453 0.0076
H -1.1604 -3.8241 0.6266
H -5.8288 -1.1550 2.1316
H -4.9013 0.1247 1.2803
H -4.6553 -0.1244 2.9659
*
```

Löwdin atomic charge list, values in e, 5 entries: atom 1 (C): -1.4826, atom 2 (Br): 0.5208, atom 3 (Br): 0.5212, atom 4 (Br): 0.4685, atom 5 (H): -0.0289

DFT (wB97M-V/def2-TZVPD) results for a molecular structure, C29H32N5O4SSr in a non-equilibrium geometry.

- HOMO-LUMO gap: 0.3215 Ha
- Relative energy (zero: lowest compared OMol25 entry of this formula, charge and spin): 89.3 kJ/mol

Structure (ORCA input):
```
! RIJCOSX wB97M-V def2-TZVPD def2/J DEFGRID3
* xyz 1 1
Sr 0.5121 -0.0900 0.5946
C 8.3456 1.6953 3.5405
C 7.0295 1.3465 2.8952
C 6.8694 1.4167 1.5188
C 5.6547 1.1070 0.9195
C 4.5948 0.7216 1.7169
C 4.7220 0.6386 3.1061
C 5.9380 0.9500 3.6794
S 3.0482 0.3932 0.9718
O 2.5994 -0.9476 1.3778
O 3.1414 0.5500 -0.4688
N 1.9444 1.3662 1.5740
C 1.6032 2.4894 0.7626
C 2.5145 3.5133 0.4853
C 2.1261 4.5450 -0.3361
C 0.8351 4.5457 -0.8626
C 0.0002 3.5073 -0.5343
N 0.3547 2.4825 0.2642
H 9.1340 1.8159 2.7993
H 8.6539 0.9210 4.2441
H 8.2645 2.6292 4.0995
H 7.7067 1.7148 0.8992
H 5.5328 1.1591 -0.1555
H 3.8794 0.3314 3.7135
H 6.0554 0.8844 4.7554
H 3.5038 3.4725 0.9228
H 2.8145 5.3466 -0.5729
H 0.4887 5.3376 -1.5109
H -1.0132 3.4810 -0.9179
O -6.4608 -2.5677 -0.6049
C -6.1852 -1.1825 -0.6578
C -4.7085 -0.9641 -0.4770
C -4.2001 0.3255 -0.4288
C -2.8407 0.4901 -0.2738
N -1.9833 -0.5266 -0.1649
C -2.4704 -1.7728 -0.2015
C -3.8253 -2.0244 -0.3604
C -1.4787 -2.8954 -0.0580
C -1.8823 -4.2217 -0.0750
C -0.9360 -5.2246 0.0571
C -1.3207 -6.6782 0.0440
O -2.7257 -6.7879 -0.0688
C 0.3946 -4.8617 0.2032
C 0.7170 -3.5222 0.2157
N -0.1926 -2.5495 0.0886
H -7.4118 -2.7020 -0.6662
H -6.7191 -0.6363 0.1252
H -6.4826 -0.7535 -1.6193
H -4.8470 1.1912 -0.5070
H -2.4106 1.4856 -0.2252
H -4.2144 -3.0293 -0.3921
H -2.9179 -4.4989 -0.1886
H -0.9565 -7.1430 0.9650
H -0.8119 -7.1651 -0.7930
H -2.9625 -7.7169 -0.1548
H 1.1737 -5.6067 0.3086
H 1.7464 -3.2034 0.3420
C 0.4194 -1.2920 5.9025
C -0.2611 -0.0621 5.2899
C -1.6183 0.2003 5.9564
C 0.6471 1.1704 5.3945
C -0.4937 -0.3282 3.8524
N -0.6645 -0.5142 2.7324
H 0.5921 -1.1022 6.9624
H 1.3793 -1.4906 5.4240
H -0.2073 -2.1793 5.8081
H -1.4510 0.3965 7.0158
H -2.2783 -0.6628 5.8642
H -2.1128 1.0675 5.5179
H 0.7906 1.4062 6.4495
H 0.2013 2.0349 4.9019
H 1.6208 0.9841 4.9395
*
```

Löwdin atomic charge list, values in e, 5 entries: atom 1 (Sr): 1.5212, atom 2 (C): -0.0403, atom 3 (C): -0.2545, atom 4 (C): -0.0239, atom 5 (C): -0.0453

Here are the calculated total energy numbers, same order: -5420.48115, -562.07754, -758.38653, -345.27591, -2955.79228, -5196.33550, -25133.27501, -2127.84116 (Eh).